Entry from the Open Molecules 2025 dataset: the ion C11H11N2O2 with charge -1 (wB97M-V/def2-TZVPD).

## Properties
Multiplicity ... 1
Lowest unoccupied orbital energy (alpha / beta) ... 1.7 / 1.1 eV
Net charge ... -1
HOMO (alpha / beta) ... -2.60 / -1.81 eV

Structure (XYZ):
```
26
Properties=species:S:1:pos:R:3:nbo_charge:R:1
C -0.879 -3.193 0.547 -0.328
C 0.053 -2.953 -0.459 -0.015
C -1.489 -1.998 0.866 -0.023
C 2.321 0.632 0.204 -0.169
C 2.352 1.417 1.407 -0.439
C 1.387 0.415 -0.746 -0.233
C 1.348 1.604 2.206 -0.455
C -2.235 0.907 0.655 0.704
C 0.157 1.105 -0.651 -0.386
C -0.954 0.300 -0.037 0.507
C -0.403 1.572 -1.905 -0.614
N 0.096 -1.661 -0.692 -0.243
N -0.863 -1.060 -0.014 -0.241
O -2.606 0.434 1.709 -0.689
O -2.739 1.812 -0.076 -0.706
H -1.293 -4.156 0.751 0.220
H 0.776 -3.631 -0.871 0.207
H -2.048 -1.525 1.656 0.289
H 3.233 0.087 0.005 0.164
H 3.368 1.808 1.620 0.161
H 1.535 -0.198 -1.557 0.207
H 0.404 1.115 2.119 0.118
H 0.174 1.949 0.041 0.291
H 0.106 2.396 -2.442 0.209
H -1.372 2.052 -1.675 0.273
H -0.428 0.768 -2.661 0.192
```


Entry from the Open Molecules 2025 dataset: a structure of composition C22H20BrN2NaO5S2Si (wB97M-V/def2-TZVPD).

## Properties
Multiplicity ... 1
Lowest unoccupied orbital energy ... 3.8 eV
Net charge ... -2
HOMO ... -1.99 eV

Structure (XYZ):
```
54
Properties=species:S:1:pos:R:3:nbo_charge:R:1
Na 0.303 0.139 -0.001 0.908
C 2.837 5.106 -3.025 -1.121
Si 1.100 4.712 -3.615 1.669
C -0.152 5.797 -2.731 -1.119
C 1.030 5.263 -5.429 -1.117
C 0.713 2.889 -3.569 -0.593
C 0.437 2.186 -4.732 -0.138
C 0.143 0.826 -4.697 -0.352
C 0.159 0.208 -3.458 0.071
N 0.438 0.838 -2.324 -0.541
C 0.689 2.168 -2.337 0.110
S 0.956 2.942 -0.816 -0.476
H 3.041 6.179 -3.088 0.210
H 3.576 4.582 -3.638 0.223
H 2.954 4.778 -1.992 0.269
H 0.116 6.851 -2.864 0.209
H -0.167 5.559 -1.669 0.267
H -1.156 5.647 -3.136 0.224
H 1.266 6.329 -5.493 0.217
H 0.033 5.118 -5.854 0.222
H 1.746 4.726 -6.057 0.221
H 0.441 2.701 -5.688 0.188
H -0.094 0.267 -5.593 0.198
H -0.077 -0.847 -3.354 0.203
O 2.690 -3.086 1.130 -0.637
C 2.166 -2.290 1.894 0.629
N 2.040 -0.949 1.714 -0.941
S 1.406 -0.220 2.995 2.288
O 0.144 0.407 2.644 -0.985
O 2.341 0.604 3.725 -0.963
C 1.090 -1.690 3.948 -0.229
C 0.511 -1.855 5.192 -0.231
C 0.394 -3.152 5.676 -0.222
C 0.849 -4.235 4.926 -0.220
C 1.445 -4.042 3.686 -0.170
C 1.563 -2.749 3.210 -0.142
H 0.152 -1.004 5.758 0.221
H -0.075 -3.329 6.637 0.203
H 0.725 -5.239 5.315 0.202
H 1.804 -4.868 3.086 0.228
Br -3.849 -5.029 4.903 -0.029
C -3.336 -4.181 3.265 -0.064
C -3.847 -4.661 2.072 -0.281
C -3.460 -4.041 0.892 -0.172
C -2.576 -2.969 0.898 -0.148
C -2.087 -2.507 2.114 -0.113
C -2.465 -3.108 3.309 -0.287
C -2.143 -2.314 -0.429 0.763
O -2.713 -2.725 -1.453 -0.742
O -1.252 -1.441 -0.317 -0.816
H -4.530 -5.501 2.069 0.206
H -3.830 -4.378 -0.069 0.235
H -1.413 -1.658 2.115 0.242
H -2.078 -2.753 4.252 0.222
```


Entry from the Open Molecules 2025 dataset: a structure of composition C6H10O6Si (wB97M-V/def2-TZVPD).

## Properties
Multiplicity ... 1
Lowest unoccupied orbital energy ... 6.2 eV
Net charge ... -2
HOMO ... 0.50 eV

Structure (XYZ):
```
23
Properties=species:S:1:pos:R:3:nbo_charge:R:1
C -0.532 0.421 2.448 0.613
C -1.931 -0.128 -1.946 0.656
C 1.637 -1.718 0.144 -1.087
C 1.410 1.098 -1.405 -1.103
C -1.032 1.078 1.299 -0.293
C -1.223 -0.917 -0.779 0.175
O -0.909 -0.897 2.561 -0.786
O -3.126 0.109 -2.107 -0.734
O 0.368 0.805 3.253 -0.799
O -0.976 0.291 -2.635 -0.747
O -0.561 2.439 1.130 -0.780
O -1.667 -1.663 0.093 -0.646
Si 0.640 -0.597 -1.122 1.321
H 1.375 -2.682 -0.027 0.201
H 2.681 -1.696 0.152 0.198
H 1.353 -1.385 1.145 0.241
H 2.185 1.128 -2.285 0.199
H 0.711 1.845 -1.719 0.253
H 1.923 1.613 -0.521 0.225
H -2.074 1.116 0.975 0.177
H -0.102 2.519 1.963 0.463
H -1.163 -1.391 1.742 0.512
H 1.012 -1.388 -2.356 -0.261
```